# C40H56FLiN5O8S2Si

A structure of composition C40H56FLiN5O8S2Si (ωB97M-V with the def2-TZVPD basis set, the Open Molecules 2025 dataset).

Frontier orbital gap ... 4.30 eV
HOMO ... -3.7 eV
Lowest unoccupied orbital energy ... 0.642 eV
2S+1 ... 1
Charge ... -1
Maximum force ... 0.87 eV Å⁻¹

Structure (XYZ):
```
114
Properties=species:S:1:pos:R:3:forces:R:3:mulliken_charge:R:1
Li 0.6304 -0.8980 0.0900 0.867 0.032 0.063 0.4790
C -3.0506 5.6555 -1.5877 0.002 -0.035 -0.014 -1.2191
C -2.9065 4.8631 -0.2959 -0.025 0.005 0.014 -0.8435
N -2.3271 3.5473 -0.5078 0.103 0.085 0.041 0.4447
C -1.0652 3.2817 -0.0372 -0.074 -0.030 0.050 -0.3792
C -0.4127 2.1031 -0.1304 -0.067 0.130 0.061 -0.3826
C 0.8001 1.9361 0.8012 0.154 0.057 0.099 0.5820
O 1.2865 2.9930 1.2324 0.016 0.009 0.020 -0.8991
O 1.0961 0.7564 1.1054 -0.344 -0.092 -0.166 -0.5723
C -1.0157 1.0462 -0.9104 -0.256 0.022 -0.048 0.9589
O -0.5733 -0.0736 -1.1003 -0.032 -0.110 -0.041 -0.6426
C -2.3688 1.3470 -1.4286 0.097 0.080 -0.051 -0.0411
C -3.0512 0.3456 -2.1098 -0.132 -0.001 -0.039 -0.3735
C -4.3946 0.4556 -2.3240 0.116 0.001 0.046 0.1345
F -5.0140 -0.5103 -3.0471 -0.122 -0.053 0.057 -0.4390
C -5.1464 1.4833 -1.7330 -0.163 -0.033 0.011 -0.4394
C -4.4308 2.5752 -1.2555 -0.060 0.017 0.036 -0.8878
C -3.0372 2.5262 -1.1083 -0.061 -0.092 -0.032 1.0443
N -6.5600 1.3440 -1.5095 0.106 0.083 0.030 0.0147
C -6.9809 -0.0280 -1.1766 0.098 -0.001 -0.111 -1.5413
C -6.3109 -0.5143 0.0936 0.040 0.110 0.049 0.0174
N -6.7135 0.3911 1.2334 -0.147 -0.062 -0.057 0.0257
C -6.4840 1.8420 0.9283 0.004 -0.051 -0.068 -0.0552
C -7.0750 2.1981 -0.4421 0.116 0.007 0.027 -1.5281
H -3.4785 6.6391 -1.3894 -0.006 0.002 0.006 0.4179
H -3.6946 5.1343 -2.2974 0.004 0.016 -0.001 0.2645
H -2.0747 5.7884 -2.0543 -0.002 0.008 -0.002 0.3521
H -3.8743 4.7682 0.2077 0.006 -0.009 0.020 0.3698
H -2.2522 5.3851 0.4002 0.012 0.008 -0.023 0.4669
H -0.5809 4.0745 0.5215 -0.002 0.010 -0.013 0.5923
H -2.5194 -0.5525 -2.3966 0.028 0.011 -0.004 0.6234
H -4.9519 3.4433 -0.8877 -0.052 0.007 0.045 0.4934
H -6.7406 -0.7175 -1.9751 0.006 0.000 -0.056 0.4651
H -8.0704 -0.0171 -1.0746 -0.001 -0.006 0.014 0.5355
H -5.2241 -0.4676 0.0171 0.099 -0.153 0.055 0.1342
H -6.5781 -1.5323 0.3682 -0.014 -0.016 0.001 0.4995
H -6.1633 0.1376 2.0666 0.119 0.059 -0.041 -0.0063
H -7.7012 0.2397 1.4395 0.041 -0.015 0.055 0.4040
H -5.4048 1.9734 0.9350 0.050 0.030 0.044 0.2980
H -6.9247 2.4247 1.7363 0.003 0.015 -0.005 0.5580
H -6.8742 3.2472 -0.6427 -0.029 0.016 -0.013 0.3657
H -8.1627 2.0924 -0.4272 -0.002 -0.021 0.007 0.4839
C -3.8212 2.8829 4.5848 0.011 0.022 0.055 -1.5383
C -3.5104 1.6546 3.7711 0.001 0.040 -0.011 1.1100
C -4.4015 0.5806 3.7227 -0.107 0.004 0.072 -0.4170
C -4.1245 -0.5420 2.9527 0.017 0.015 -0.016 -1.2239
C -2.9390 -0.6136 2.2256 0.014 -0.063 0.044 -0.5869
C -2.0171 0.4149 2.3145 -0.072 0.041 -0.125 -0.7151
C -2.3165 1.5465 3.0679 -0.010 -0.020 -0.056 -0.9030
S -2.7029 -2.0940 1.2482 0.293 -0.245 0.323 0.9691
O -3.2380 -3.1642 2.0812 -0.126 0.015 -0.058 -0.7669
O -3.5111 -1.8623 0.0496 -0.119 0.189 -0.156 -0.5902
N -1.1649 -2.1128 1.0416 -0.605 0.469 0.196 -0.0276
C -0.4976 -3.2125 0.5634 0.180 0.010 0.118 0.8148
C -1.1082 -4.4187 0.1892 0.366 -0.388 -0.218 -0.6387
C -0.2959 -5.4283 -0.2946 0.376 0.227 0.017 -0.6899
C 1.0871 -5.2184 -0.4137 -0.436 0.017 0.086 -1.1438
C 1.5885 -3.9830 -0.0336 -0.034 -0.218 -0.066 -0.3483
N 0.8294 -3.0156 0.4653 -0.504 0.104 -0.118 0.1798
H -4.5354 2.6640 5.3815 0.003 0.013 -0.054 0.3928
H -4.2418 3.6768 3.9606 -0.028 -0.022 0.008 0.2643
H -2.9207 3.2888 5.0452 0.020 -0.024 -0.009 0.3931
H -5.2814 0.5931 4.3649 -0.003 0.030 -0.071 0.3879
H -4.7774 -1.4107 2.9633 0.027 -0.037 0.034 0.7148
H -1.0603 0.3314 1.8178 0.109 -0.039 -0.017 1.3111
H -1.5817 2.3435 3.1184 0.009 -0.007 0.007 0.5687
H -2.1786 -4.5396 0.2719 0.034 -0.042 0.012 0.4832
H -0.7345 -6.3738 -0.5934 0.016 -0.001 -0.007 0.3561
H 1.7494 -5.9745 -0.8119 -0.028 -0.027 -0.002 0.4335
H 2.6408 -3.7482 -0.1487 0.014 0.010 0.012 0.4487
C 3.6805 -0.4686 2.8449 0.012 0.024 -0.008 -1.7826
C 4.3747 -1.2742 1.7516 0.030 0.021 0.021 2.0382
C 4.3940 -2.7550 2.1259 -0.023 -0.032 -0.013 -1.5729
C 5.8071 -0.7758 1.5628 0.003 -0.014 0.006 -1.5248
O 3.5919 -1.0969 0.5828 -0.057 -0.035 -0.051 0.7422
Si 3.9264 -1.1747 -1.0327 -0.061 0.168 -0.144 -0.2834
S 2.2283 -0.9874 -2.1429 0.182 -0.149 0.131 -0.9228
O 5.1366 -0.0703 -1.3886 0.039 -0.110 0.019 -0.0434
C 5.0243 1.3273 -1.6340 -0.012 0.031 0.031 1.9580
C 3.9745 1.9687 -0.7311 0.005 0.034 -0.016 -1.0970
C 4.6736 1.5521 -3.1028 -0.002 0.009 -0.012 -1.7671
C 6.4035 1.9131 -1.3373 -0.016 0.007 -0.012 -1.8948
O 4.7686 -2.6154 -1.1375 0.020 -0.063 -0.014 -0.0541
C 5.5539 -3.1439 -2.1940 -0.022 0.036 0.022 1.7578
C 7.0102 -2.7586 -1.9384 0.008 -0.004 -0.016 -1.5101
C 5.3819 -4.6589 -2.1261 0.011 0.004 0.006 -1.8102
C 5.1072 -2.6351 -3.5627 0.008 -0.019 -0.005 -1.5545
H 4.1954 -0.5930 3.8024 -0.006 -0.004 -0.002 0.4569
H 2.6455 -0.7962 2.9385 -0.014 -0.011 0.014 0.1958
H 3.6567 0.5888 2.5786 -0.007 -0.003 -0.011 0.3385
H 4.9828 -2.9053 3.0350 0.002 -0.024 0.009 0.5032
H 4.8313 -3.3406 1.3154 -0.005 0.017 0.006 0.0409
H 3.3770 -3.1076 2.3077 -0.016 0.011 -0.035 0.2605
H 6.3623 -0.8946 2.4977 0.003 0.001 -0.008 0.5711
H 5.8114 0.2774 1.2839 -0.010 0.012 0.008 0.1768
H 6.3134 -1.3360 0.7756 -0.003 -0.001 -0.004 0.1458
H 2.9886 1.5476 -0.9312 0.019 0.001 -0.010 -0.1605
H 3.9349 3.0484 -0.8987 -0.002 -0.013 0.008 0.7046
H 4.2010 1.7928 0.3213 -0.003 0.001 0.008 0.0761
H 3.7197 1.0751 -3.3298 0.002 0.008 0.016 0.1874
H 5.4463 1.1147 -3.7410 0.005 -0.002 -0.002 0.3500
H 4.6089 2.6229 -3.3161 -0.008 -0.002 -0.022 0.4815
H 6.6601 1.7656 -0.2870 0.000 0.000 0.004 0.3646
H 6.4239 2.9840 -1.5563 0.000 -0.008 0.006 0.3615
H 7.1573 1.4130 -1.9494 0.006 0.001 -0.005 0.3607
H 7.3324 -3.1478 -0.9698 0.003 0.001 0.004 0.2795
H 7.0979 -1.6716 -1.9227 -0.002 0.000 0.002 0.0852
H 7.6648 -3.1629 -2.7158 0.001 -0.001 0.006 0.4865
H 5.6646 -5.0185 -1.1346 0.001 -0.004 0.001 0.3088
H 6.0011 -5.1599 -2.8748 -0.005 -0.004 0.000 0.4132
H 4.3353 -4.9145 -2.3011 0.000 -0.007 -0.006 0.3414
H 5.2390 -1.5547 -3.6336 0.001 0.002 0.004 0.1486
H 4.0506 -2.8490 -3.7225 0.002 0.001 0.002 0.3166
H 5.7027 -3.1164 -4.3441 -0.004 0.008 -0.008 0.5131
```
Forces are in eV/Å.